Computed, not measured: a 2-piece molecular cluster, C3H4Cl2O2S overall at a distorted geometry, with ωB97M-V/def2-TZVPD.

Summary:
**HOMO-LUMO gap (spin up / spin down)**: 8.17 / 7.51 eV
**ΔE to the lowest compared entry with this formula, charge and spin**: 279.4 kJ/mol
**Calculated total energy**: -1585.62960 Ha

Structure (ORCA input):
```
! RIJCOSX wB97M-V def2-TZVPD def2/J DEFGRID3
* xyz 0 1
C 0.28449 0.45954 0.36824
C 2.53590 0.30452 -0.38616
C -2.25039 -0.82966 -0.24376
O 0.17290 1.12964 1.34152
O 1.09845 0.01075 -0.47052
S -3.31095 0.49703 0.22697
Cl -2.36221 -1.29292 -1.89553
Cl -2.14753 -2.17309 0.85683
H 2.75014 0.85842 0.52501
H 2.80559 0.88405 -1.26820
H 3.05093 -0.65343 -0.38890
H -2.62733 0.80514 1.33450
*
```

Computed, not measured: C3H4Cl2S as an isolated structure at a distorted geometry, with ωB97M-V/def2-TZVPD.

Summary:
**HOMO-LUMO gap**: 8.73 eV
**ΔE to the lowest compared entry with this formula, charge and spin**: 203.7 kJ/mol
**Calculated total energy**: -1435.18108 Ha

Structure (ORCA input):
```
! RIJCOSX wB97M-V def2-TZVPD def2/J DEFGRID3
* xyz 0 1
C 0.95363 -0.09034 -1.34895
C 0.18978 0.05722 -0.35774
C 0.25198 0.25823 1.07813
S -2.04838 -0.41294 -0.94105
Cl -0.17476 1.87919 1.34022
Cl -2.64153 -1.16467 0.85301
H 0.68830 -0.33018 -2.38445
H 1.94124 0.03196 -1.07948
H -0.48003 -0.42715 1.51460
H 1.31977 0.19868 1.32572
*
```

Computed, not measured: a 2-piece molecular cluster, C3H4Cl2S overall at a distorted geometry, with ωB97M-V/def2-TZVPD.

Summary:
**HOMO-LUMO gap**: 6.73 eV
**ΔE to the lowest compared entry with this formula, charge and spin**: 349.4 kJ/mol
**Calculated total energy**: -1435.12561 Ha

Structure (ORCA input):
```
! RIJCOSX wB97M-V def2-TZVPD def2/J DEFGRID3
* xyz 0 1
C -0.30970 -0.86978 0.15249
C -1.32964 -0.23588 0.82156
C 1.32619 0.78616 -0.99006
S 0.21872 -2.22602 -0.29693
Cl 2.69196 -0.15161 -0.48492
Cl 1.26253 2.34898 -0.37625
H -1.30662 0.83210 0.67778
H -1.19050 -0.18343 1.90792
H -2.27429 -0.71103 0.55738
H 0.91135 0.41051 -1.96897
*
```

Computed, not measured: a 2-piece molecular cluster, C3H4Cl3N overall at a distorted geometry, with ωB97M-V/def2-TZVPD.

Summary:
**HOMO-LUMO gap**: 8.45 eV
**ΔE to the lowest compared entry with this formula, charge and spin**: 222.9 kJ/mol
**Calculated total energy**: -1551.93298 Ha

Structure (ORCA input):
```
! RIJCOSX wB97M-V def2-TZVPD def2/J DEFGRID3
* xyz 0 1
C -0.67769 0.52706 -0.05724
C -1.37304 -0.65202 0.07353
C 1.58457 -0.10070 -0.00276
N -0.72890 1.72532 -0.18198
Cl 1.77497 -1.02599 -1.55153
Cl 1.88970 -1.13601 1.27694
Cl 2.39115 1.41192 0.04824
H -1.18450 -1.57056 -0.52729
H -1.21193 -1.00917 1.07931
H -2.50687 -0.57346 0.02263
H 0.04255 2.40361 -0.17985
*
```

Computed, not measured: C3H4Cl4CrN as an isolated structure at a distorted geometry, with ωB97M-V/def2-TZVPD.

Summary:
**HOMO-LUMO gap (spin up / spin down)**: 4.93 / 6.17 eV
**ΔE to the lowest compared entry with this formula, charge and spin**: 182.6 kJ/mol
**Calculated total energy**: -3056.26551 Ha

Structure (ORCA input):
```
! RIJCOSX wB97M-V def2-TZVPD def2/J DEFGRID3
* xyz 1 5
Cr 13.46235 4.31922 -2.44908
Cl 14.26380 3.29097 -0.90033
C 15.69968 1.63736 0.76288
C 15.80438 1.88636 2.21144
N 15.94988 2.09057 3.33933
H 14.69288 1.46252 0.38355
H 16.28176 0.72613 0.62526
H 16.06873 2.48905 0.19148
C 17.13121 3.96784 -1.65904
Cl 18.02253 4.27949 -3.19119
Cl 17.40012 5.40921 -0.50044
Cl 17.67821 2.42920 -0.93896
H 16.07620 3.85161 -1.90708
*
```

Computed, not measured: C3H4Cl4S3V as an isolated structure at a distorted geometry, with ωB97M-V/def2-TZVPD.

Summary:
**HOMO-LUMO gap (spin up / spin down)**: 6.75 / 6.68 eV
**Calculated total energy**: -4095.96439 Ha

Structure (ORCA input):
```
! RIJCOSX wB97M-V def2-TZVPD def2/J DEFGRID3
* xyz 0 2
V -0.22993 0.00006 -0.28265
Cl -1.12933 1.43106 1.61675
C -1.65883 0.00006 2.50795
Cl -1.12923 -1.43094 1.61675
H -2.74803 0.00006 2.54595
H -1.20313 0.00006 3.49885
Cl 1.85987 0.00006 1.30695
C 2.89237 -0.00014 -0.12255
Cl 1.81017 0.00006 -1.52435
H 3.49507 -0.90874 -0.12005
H 3.49547 0.90816 -0.12005
S -1.69203 0.00006 -4.42455
C -1.39973 0.00006 -2.80845
S -1.18133 1.41176 -1.84525
S -1.18133 -1.41164 -1.84525
*
```

Computed, not measured: the molecule C3H4Cl4Si at a distorted geometry, with ωB97M-V/def2-TZVPD.

Summary:
**HOMO-LUMO gap**: 9.94 eV
**SMILES string**: C/C(=C/Cl)[Si](Cl)(Cl)Cl
**ΔE to the lowest compared entry with this formula, charge and spin**: 92.6 kJ/mol
**Calculated total energy**: -2247.06865 Ha

Structure (ORCA input):
```
! RIJCOSX wB97M-V def2-TZVPD def2/J DEFGRID3
* xyz 0 1
C -0.46018 1.12711 -1.12564
C 0.25667 0.36386 -0.09278
C 1.41870 0.74651 0.39652
Cl 2.38287 -0.11974 1.61075
Si -0.73172 -1.54157 0.82647
Cl -1.51362 -0.97575 2.62187
Cl -2.29736 -1.90955 -0.42783
Cl 0.63575 -3.02384 0.87377
H -0.81607 0.32883 -1.79717
H -1.14435 1.97616 -0.89768
H 0.30397 1.53807 -1.78415
H 1.96535 1.48992 -0.20411
*
```

Computed, not measured: a 2-piece molecular cluster, C3H4ClF overall at a distorted geometry, with ωB97M-V/def2-TZVPD.

Summary:
**HOMO-LUMO gap**: 10.27 eV
**SMILES string**: C=C=CCl.F
**ΔE to the lowest compared entry with this formula, charge and spin**: 158.8 kJ/mol
**Calculated total energy**: -676.68099 Ha

Structure (ORCA input):
```
! RIJCOSX wB97M-V def2-TZVPD def2/J DEFGRID3
* xyz 0 1
C -1.00751 -0.15524 0.88941
C -0.36023 0.38039 -0.12539
C 0.51619 0.78893 -1.03105
Cl -0.28193 1.36278 -2.50346
H -1.57461 -1.04227 0.70547
H -1.24316 0.39936 1.76411
H 1.52963 0.51889 -1.00219
F 1.64705 -1.37951 0.66823
H 0.77457 -0.87333 0.63487
*
```

Computed, not measured: the molecule C3H4ClF at a distorted geometry, with ωB97M-V/def2-TZVPD.

Summary:
**HOMO-LUMO gap**: 10.56 eV
**SMILES string**: C=C[C@@H](F)Cl
**ΔE to the lowest compared entry with this formula, charge and spin**: 72.3 kJ/mol
**Calculated total energy**: -676.71395 Ha

Structure (ORCA input):
```
! RIJCOSX wB97M-V def2-TZVPD def2/J DEFGRID3
* xyz 0 1
C 2.24109 -0.21157 -0.35784
C 1.11329 -0.79200 0.32211
C -0.01817 0.10633 0.54529
F 0.18065 1.35950 0.01723
Cl -1.63500 -0.30840 -0.22936
H 3.09279 -0.81336 -0.79753
H 2.18710 0.81811 -0.70807
H 1.04489 -1.79692 0.58348
H -0.17286 0.18291 1.60891
*
```

Computed, not measured: a 2-piece molecular cluster, C3H4ClFS overall at a distorted geometry, with ωB97M-V/def2-TZVPD.

Summary:
**HOMO-LUMO gap**: 7.98 eV
**ΔE to the lowest compared entry with this formula, charge and spin**: 374.9 kJ/mol
**Calculated total energy**: -1074.79683 Ha

Structure (ORCA input):
```
! RIJCOSX wB97M-V def2-TZVPD def2/J DEFGRID3
* xyz 0 1
C -0.39456 0.06677 -1.17198
C -0.43842 0.14661 0.38036
C 0.83856 -0.09342 1.09123
H -0.15310 1.15534 -1.83476
H -1.44513 -0.16922 -1.53387
H -0.91223 0.97226 0.78469
H 2.06811 -0.71352 0.40437
F 0.79359 -0.85467 -1.35671
S 1.17090 0.77513 2.49681
Cl -1.52771 -1.28528 0.73986
*
```

Computed, not measured: a 2-piece molecular cluster, C3H4ClN3 overall at a distorted geometry, with ωB97M-V/def2-TZVPD.

Summary:
**HOMO-LUMO gap (spin up / spin down)**: 7.54 / 8.01 eV
**ΔE to the lowest compared entry with this formula, charge and spin**: 425.7 kJ/mol
**Calculated total energy**: -741.01869 Ha

Structure (ORCA input):
```
! RIJCOSX wB97M-V def2-TZVPD def2/J DEFGRID3
* xyz 0 1
C 2.33755 1.07827 0.65689
C -1.87414 -0.55245 -1.06116
C 1.38630 0.30291 1.32193
N 3.13332 1.75855 0.11235
N -0.62806 -0.34623 -0.31678
N 0.44464 -0.65900 -0.45621
Cl -0.01268 1.11711 1.94960
H -2.68414 0.24792 -0.81911
H -2.07419 -1.71182 -0.89301
H -1.72352 -0.50655 -2.09079
H 1.69493 -0.72872 1.59628
*
```

Computed, not measured: the molecule C3H4ClN3 at a distorted geometry, with ωB97M-V/def2-TZVPD.

Summary:
**HOMO-LUMO gap**: 10.05 eV
**SMILES string**: Cc1nn[nH]c1Cl
**ΔE to the lowest compared entry with this formula, charge and spin**: 98.9 kJ/mol
**Calculated total energy**: -741.14316 Ha

Structure (ORCA input):
```
! RIJCOSX wB97M-V def2-TZVPD def2/J DEFGRID3
* xyz 0 1
C -0.33105 1.71462 -0.02205
C -0.29467 0.22241 0.10083
N -1.42041 -0.55246 0.09730
N -1.11876 -1.81573 0.05094
N 0.22725 -1.86346 -0.04931
C 0.76807 -0.67417 0.04163
Cl 2.47559 -0.41748 0.05352
H -1.32354 2.01234 -0.26808
H 0.04580 2.14672 0.94308
H 0.34286 2.01147 -0.83073
H 0.62886 -2.78428 -0.11714
*
```

Computed, not measured: the molecule C3H4ClNO at a distorted geometry, with ωB97M-V/def2-TZVPD.

Summary:
**HOMO-LUMO gap**: 9.76 eV
**SMILES string**: C=C(Cl)C(N)=O
**ΔE to the lowest compared entry with this formula, charge and spin**: 178.7 kJ/mol
**Calculated total energy**: -706.83365 Ha

Structure (ORCA input):
```
! RIJCOSX wB97M-V def2-TZVPD def2/J DEFGRID3
* xyz 0 1
C 1.28559 -1.32788 -0.55417
C 0.49850 -0.23212 -0.19044
Cl 1.15645 1.33734 0.01164
C -1.08901 -0.44828 0.05294
N -1.65582 0.53785 0.77155
O -1.47860 -1.55963 -0.40236
H 0.82539 -2.27927 -0.81705
H 2.40913 -1.39864 -0.42193
H -1.20093 1.32746 1.43837
H -2.44423 0.37753 1.57068
*
```

Computed, not measured: a 2-piece molecular cluster, C3H4ClO4 overall at a distorted geometry, with ωB97M-V/def2-TZVPD.

Summary:
**HOMO-LUMO gap**: 6.18 eV
**ΔE to the lowest compared entry with this formula, charge and spin**: 309.3 kJ/mol
**Calculated total energy**: -877.86651 Ha

Structure (ORCA input):
```
! RIJCOSX wB97M-V def2-TZVPD def2/J DEFGRID3
* xyz -1 1
C -0.70084 0.29945 -0.45284
C -0.27595 -0.53410 0.57469
C 2.64101 0.83772 0.78459
O -0.63055 -0.04274 -1.69030
O -1.42606 1.43218 0.00880
O 0.19693 -1.83253 0.26809
O 3.36348 1.10908 1.67847
Cl 3.42582 -0.03902 -0.70574
H -0.35302 -0.44218 1.57970
H 1.46281 0.54849 0.63085
H 0.40094 -1.70257 -0.68218
H -1.67966 2.07004 -0.63583
*
```

Computed, not measured: the molecule C3H4ClPS3 at a distorted geometry, with ωB97M-V/def2-TZVPD.

Summary:
**HOMO-LUMO gap**: 8.16 eV
**SMILES string**: S=C1CCSP(Cl)S1
**ΔE to the lowest compared entry with this formula, charge and spin**: 0.0 kJ/mol
**Calculated total energy**: -2112.84887 Ha

Structure (ORCA input):
```
! RIJCOSX wB97M-V def2-TZVPD def2/J DEFGRID3
* xyz 0 1
S -0.79536 -2.97783 -0.07341
C -0.17680 -1.48639 0.11152
C -1.06580 -0.31320 0.38467
C -0.76231 0.98173 -0.35788
S 0.70913 1.84404 0.31497
P 2.04845 0.57675 -0.71534
Cl 3.77016 0.96877 0.18268
S 1.57398 -1.34131 0.20038
H -2.08452 -0.62561 0.14106
H -1.02797 -0.11549 1.46196
H -0.60306 0.80677 -1.42262
H -1.58592 1.68176 -0.22799
*
```

Computed, not measured: C3H4CoLiO2 as an isolated structure at a distorted geometry, with ωB97M-V/def2-TZVPD.

Summary:
**HOMO-LUMO gap (spin up / spin down)**: 6.53 / 7.51 eV
**Calculated total energy**: -1656.98326 Ha

Structure (ORCA input):
```
! RIJCOSX wB97M-V def2-TZVPD def2/J DEFGRID3
* xyz 1 6
O 4.75017 -1.39964 -2.71424
Li 6.28058 -1.57205 -3.83954
C 4.44304 -0.37511 -2.07514
O 4.87591 0.79970 -2.63243
C 6.00970 0.83350 -3.45100
C 7.19950 1.26354 -2.95727
H 5.75264 0.75877 -4.51246
H 8.06833 1.25601 -3.61985
H 7.24966 2.11043 -2.26755
Co 4.22663 0.03784 -0.00939
H 5.84700 0.95866 -0.15488
*
```

Computed, not measured: C3H4CuO as an isolated structure at a distorted geometry, with ωB97M-V/def2-TZVPD.

Summary:
**HOMO-LUMO gap (spin up / spin down)**: 10.93 / 7.01 eV
**Calculated total energy**: -1831.52747 Ha

Structure (ORCA input):
```
! RIJCOSX wB97M-V def2-TZVPD def2/J DEFGRID3
* xyz 2 2
C -0.49752 0.86896 0.02081
C -0.97411 -0.60602 0.01443
C 0.42528 -0.27939 -0.05942
O 1.57368 -0.68343 0.05661
Cu 3.18638 -0.02700 -0.08304
H -0.55005 1.42592 0.96037
H -0.61186 1.46251 -0.89057
H -1.35705 -1.04188 0.94092
H -1.19474 -1.11968 -0.96011
*
```

Computed, not measured: C3H4CuO3 as an isolated structure at a distorted geometry, with ωB97M-V/def2-TZVPD.

Summary:
**HOMO-LUMO gap**: 7.29 eV
**ΔE to the lowest compared entry with this formula, charge and spin**: 116.0 kJ/mol
**Calculated total energy**: -1982.86997 Ha

Structure (ORCA input):
```
! RIJCOSX wB97M-V def2-TZVPD def2/J DEFGRID3
* xyz -1 1
C 2.06835 -0.07692 -1.24713
O 2.91971 -0.20319 -0.39471
O -0.25364 0.65052 1.62535
O 0.68418 -0.68982 -0.54847
C -1.16590 0.16263 0.71481
C -0.54872 -0.01598 -0.68178
H -2.05794 0.82175 0.58927
H -1.57566 -0.83187 1.01856
H -0.36526 0.97837 -1.13173
H -1.23409 -0.58021 -1.34158
Cu 1.52896 -0.21530 1.39739
*
```

Computed, not measured: C3H4ErO3 as an isolated structure at a distorted geometry, with ωB97M-V/def2-TZVPD.

Summary:
**HOMO-LUMO gap (spin up / spin down)**: 4.67 / 5.59 eV
**ΔE to the lowest compared entry with this formula, charge and spin**: 392.7 kJ/mol
**Calculated total energy**: -1356.53555 Ha

Structure (ORCA input):
```
! RIJCOSX wB97M-V def2-TZVPD def2/J DEFGRID3
* xyz 2 5
C -1.62632 -0.63906 0.05462
C -0.46120 -1.45036 -0.05063
O 0.68794 -0.64134 0.11856
C 1.93528 -0.99888 -0.10807
O 2.52813 0.21017 -0.08862
Er 0.89959 1.74441 -0.11671
H -2.48052 -1.00068 -0.52513
H -1.91059 -0.41595 1.09652
H 3.49254 0.17816 -0.14684
O -1.16703 1.25509 -0.29955
H -1.89782 1.75843 0.06584
*
```

Computed, not measured: C3H4EuO4 as an isolated structure at a distorted geometry, with ωB97M-V/def2-TZVPD.

Summary:
**HOMO-LUMO gap (spin up / spin down)**: 5.36 / 5.50 eV
**ΔE to the lowest compared entry with this formula, charge and spin**: 300.6 kJ/mol
**Calculated total energy**: -1127.82121 Ha

Structure (ORCA input):
```
! RIJCOSX wB97M-V def2-TZVPD def2/J DEFGRID3
* xyz 0 8
C 1.37469 -0.76409 1.00604
C 0.50216 0.05281 0.29963
O 0.09673 -0.51514 -0.93790
C -0.90332 0.02573 -1.61760
O -1.02833 1.28901 -1.64845
O -1.98389 -0.62698 -1.75578
O 2.26590 -0.15480 1.87384
Eu -3.62410 1.18400 -0.99788
H 1.03715 -1.76136 1.31241
H 0.89839 1.05369 0.09353
H 3.13790 -0.54000 1.76842
H -1.77328 0.75714 0.60375
*
```